ORCA calculation (ωB97M-V with the def2-TZVPD basis set) on a molecular structure, C45H36F12NO2PtSSbTe.

Calculated values
HOMO energy	-1.415	eV
calculated total energy	-113361.328	eV
energy above the lowest of the compared OMol25 structures with the same formula, charge and spin	4.8	kcal/mol
net charge	-2

Element x y z (Å)
1 C -0.48 -4.42 -1.08
2 F -1.55 -1.04 -5.73
3 H 3.36 2.22 1.41
4 C -0.56 -1.43 -4.88
5 F 0.58 -1.35 -5.58
6 C -4.12 -1.16 -2.45
7 C -4.49 0.89 3.77
8 H -4.17 2.81 0.18
9 H -4.16 2.79 4.69
10 C -2.37 3.43 -0.81
11 H -0.53 -6.55 -1.23
12 H 1.30 0.91 1.66
13 H 1.50 -7.31 1.81
14 H -0.71 5.19 0.28
15 H -5.66 4.30 -1.07
16 C 1.20 -7.28 0.76
17 C 1.25 -4.77 1.01
18 F 0.44 -1.30 3.56
19 H 5.40 1.82 3.03
20 H 7.27 0.39 1.87
21 C 1.90 3.93 2.79
22 C 4.23 1.64 1.15
23 S 5.89 0.24 -0.15
24 H -6.25 -1.45 -2.56
25 C -2.71 5.11 -2.52
26 H -1.14 -4.28 -1.93
27 H 1.99 1.36 3.21
28 H -2.30 5.75 -3.29
29 H -2.99 -0.18 0.95
30 C -3.89 2.13 3.87
31 C -4.60 4.30 -1.28
32 C -4.07 5.14 -2.25
33 Pt 1.19 -0.69 -1.07
34 H -5.52 -0.87 -4.07
35 C 0.04 4.82 0.97
36 C -1.85 4.25 -1.82
37 H -2.58 -2.73 0.12
38 F 3.00 -1.51 3.07
39 F -0.75 1.61 -2.71
40 H 2.48 5.98 3.00
41 H -4.84 -2.22 -0.73
42 O 0.74 -0.93 -3.05
43 C 1.06 3.00 2.17
44 C 5.34 1.44 2.01
45 C 0.10 -1.82 2.36
46 H 2.64 3.57 3.50
47 H 2.06 -7.62 0.17
48 F -0.72 -2.86 2.65
49 H 0.03 5.24 -2.15
50 N -0.32 -2.02 -0.83
51 C 2.49 -2.59 2.48
52 C -2.39 3.96 3.09
53 C 1.15 1.55 2.54
54 F 3.52 -3.20 1.85
55 C 0.87 5.73 1.60
56 C 0.12 3.45 1.24
57 F 0.60 1.36 -4.38
58 C -5.49 -0.79 -2.98
59 C -2.97 -0.76 -3.12
60 H 0.40 -8.01 0.62
61 F 2.11 -3.43 3.49
62 F -1.53 1.31 -4.70
63 O 1.86 -1.18 0.80
64 C 0.91 -3.48 0.66
65 F -0.78 -2.73 -4.62
66 H -2.98 4.52 3.81
67 Sb -1.15 1.98 0.26
68 C -2.95 2.57 2.94
69 H 0.24 1.23 3.04
70 C -2.60 1.72 1.88
71 C 6.33 0.70 1.44
72 C 1.81 5.28 2.51
73 H 0.78 6.79 1.38
74 H 0.22 3.57 -1.64
75 F -0.65 -0.90 1.75
76 C 1.35 -2.24 1.48
77 C 0.76 -5.90 0.36
78 C -1.69 -1.04 -2.67
79 C -2.70 -2.17 -0.80
80 C 0.02 -3.28 -0.43
81 C -0.48 -0.62 -3.54
82 C -3.96 -1.89 -1.28
83 H -0.31 3.92 -3.27
84 H -5.75 0.24 -2.71
85 C -3.24 0.48 1.78
86 C -0.40 4.24 -2.23
87 C 4.37 1.05 -0.07
88 C -0.55 0.92 -3.84
89 H -2.41 4.49 2.14
90 C -0.12 -5.69 -0.69
91 C -4.17 0.06 2.71
92 Te 3.04 1.02 -1.71
93 C -1.53 -1.75 -1.45
94 H 1.91 -4.94 1.85
95 C -3.75 3.46 -0.58
96 H -3.09 -0.21 -4.05
97 H -5.21 0.57 4.52
98 H -4.63 -0.92 2.61
99 H -1.35 3.95 3.42
100 H -4.72 5.82 -2.80

Atomic partial charges in e from the Löwdin method, atoms 1 to 4: number 1, C, carries -0.013; number 2, F, carries 0.116; number 3, H, carries 0.061; number 4, C, carries -0.531